22
Properties=species:S:1:pos:R:3 method="wB97M-V/def2-TZVPD" e_homo_ev=-8.2 total_energy_ev=-10438.1297 orbital_gap_ev=9.3 lumo_energy_ev=1.10 smiles=NCNCCCCO
N -1.977 0.574 -3.226
C -0.759 0.065 -2.635
N -1.048 -0.025 -1.201
C -0.223 -0.815 -0.270
C 0.856 0.099 0.408
C 0.435 0.591 1.831
C 0.945 -0.341 2.907
O 2.362 -0.613 2.726
H -1.842 1.099 -4.065
H -2.870 0.130 -3.068
H 0.006 0.918 -2.647
H -0.441 -0.910 -3.004
H -2.007 0.004 -0.895
H 0.319 -1.527 -0.923
H -0.872 -1.217 0.531
H 1.832 -0.353 0.466
H 0.876 1.024 -0.232
H -0.637 0.745 1.823
H 0.786 1.572 2.156
H 0.897 0.118 3.902
H 0.587 -1.379 2.867
H 2.775 0.241 2.547

***

65
Properties=species:S:1:pos:R:3 method="wB97M-V/def2-TZVPD" e_homo_ev=-8.8 total_energy_ev=-39586.7176 orbital_gap_ev=9.4 lumo_energy_ev=0.56 smiles="CCN1C(=O)[C@@H](CC(=O)N2CCN(C(c3ccccc3)c3ccccc3)CC2)N(CC)C1=O"
C 3.256 -4.106 0.432
C 2.323 -5.286 0.195
N 1.101 -4.861 -0.453
C 0.128 -4.120 0.132
O 0.050 -3.790 1.289
C -0.900 -3.823 -0.966
C -1.187 -2.320 -1.043
C 0.104 -1.533 -1.254
O 1.189 -2.081 -1.273
N -0.029 -0.204 -1.459
C -1.211 0.596 -1.239
C -1.041 1.414 0.046
N 0.123 2.265 -0.097
C 0.256 3.306 0.925
C -0.802 4.373 0.745
C -1.410 4.566 -0.489
C -2.352 5.564 -0.663
C -2.690 6.393 0.393
C -2.070 6.225 1.619
C -1.130 5.225 1.793
C 0.303 2.730 2.326
C 1.530 2.455 2.918
C 1.597 1.852 4.163
C 0.435 1.514 4.833
C -0.793 1.789 4.255
C -0.859 2.390 3.011
C 1.311 1.451 -0.270
C 1.161 0.619 -1.544
N -0.286 -4.407 -2.125
C -0.826 -4.371 -3.462
C -0.239 -3.241 -4.304
C 0.893 -5.007 -1.832
O 1.615 -5.611 -2.584
H 2.791 -3.400 1.114
H 3.454 -3.598 -0.508
H 4.193 -4.453 0.860
H 2.783 -6.020 -0.472
H 2.057 -5.761 1.144
H -1.842 -4.341 -0.726
H -1.627 -2.025 -0.088
H -1.898 -2.115 -1.846
H -1.318 1.282 -2.087
H -2.104 -0.022 -1.173
H -0.946 0.717 0.898
H -1.922 2.039 0.198
H 1.224 3.788 0.724
H -1.132 3.929 -1.315
H -2.820 5.699 -1.627
H -3.427 7.172 0.259
H -2.317 6.877 2.444
H -0.645 5.106 2.751
H 2.443 2.719 2.403
H 2.560 1.647 4.608
H 0.485 1.042 5.803
H -1.705 1.532 4.775
H -1.822 2.612 2.575
H 1.478 0.771 0.583
H 2.180 2.105 -0.371
H 1.064 1.283 -2.408
H 2.020 -0.039 -1.676
H -1.914 -4.281 -3.389
H -0.581 -5.328 -3.934
H -0.484 -2.267 -3.888
H -0.624 -3.297 -5.319
H 0.842 -3.340 -4.331

***

14
Properties=species:S:1:pos:R:3 method="wB97M-V/def2-TZVPD" e_homo_ev="-13.3 / -13.3" total_energy_ev=-10750.5406 orbital_gap_ev="7.4 / 7.4" lumo_energy_ev="-5.83 / -5.83" total_charge=+1
C 0.040 -1.017 0.096
C -2.093 0.203 -0.234
C 0.673 0.241 0.442
C 2.002 0.221 -0.388
N -1.336 1.142 -0.180
N -0.149 1.371 -0.050
N -3.248 -0.217 -0.030
O -0.115 -2.130 -0.015
H 0.855 0.003 1.565
H 1.700 1.033 -1.182
H 2.183 -0.802 -0.886
H 2.873 0.529 0.182
H -3.500 -1.034 -0.728
H -3.829 -0.105 0.796

***

120
Properties=species:S:1:pos:R:3 method="wB97M-V/def2-TZVPD" e_homo_ev=-8.1 total_energy_ev=-52705.6263 orbital_gap_ev=8.8 lumo_energy_ev=0.64 smiles=CC1(C)CCCC(C)(C)N1O.CC1(C)CCCC(C)(C)N1O.CC1(C)CCCC(C)(C)N1O.CC1(C)CCCC(C)(C)N1O
C -2.220 -0.375 3.697
C -3.564 -0.850 3.058
C -4.277 -1.970 3.961
C -4.658 0.283 3.175
C -4.356 1.439 2.126
C -4.319 0.844 0.687
C -3.370 -0.407 0.489
C -3.896 -1.133 -0.817
C -1.911 -0.060 0.251
N -3.563 -1.320 1.650
O -2.928 -2.639 1.499
H -2.343 0.016 4.708
H -1.590 -1.258 3.802
H -1.657 0.305 3.057
H -5.305 -2.279 3.772
H -3.875 -2.984 3.968
H -4.189 -1.759 5.026
H -5.646 -0.173 3.097
H -4.608 0.877 4.087
H -5.098 2.217 2.305
H -3.412 1.942 2.333
H -4.024 1.512 -0.122
H -5.340 0.498 0.529
H -3.487 -0.531 -1.629
H -4.963 -1.351 -0.843
H -3.418 -2.109 -0.903
H -1.306 -0.833 0.726
H -1.586 0.891 0.672
H -1.514 -0.046 -0.764
H -3.698 -3.118 1.183
C -0.142 -4.854 -0.515
C 0.260 -4.524 -1.965
C 1.761 -4.267 -2.078
C 0.023 -5.972 -2.575
C 0.003 -5.790 -4.177
C -1.221 -4.966 -4.497
C -1.168 -3.482 -3.866
C -0.330 -2.576 -4.833
C -2.629 -2.958 -3.805
N -0.697 -3.477 -2.449
O -0.384 -2.209 -2.095
H 0.223 -5.801 -0.117
H 0.215 -4.037 0.111
H -1.191 -5.032 -0.280
H 2.156 -3.650 -1.271
H 2.359 -5.150 -2.304
H 1.922 -3.643 -2.957
H 0.747 -6.770 -2.411
H -0.999 -6.275 -2.350
H 0.895 -5.356 -4.629
H -0.240 -6.819 -4.443
H -2.166 -5.475 -4.310
H -1.150 -4.771 -5.567
H -0.579 -2.716 -5.885
H 0.730 -2.714 -4.620
H -0.441 -1.502 -4.688
H -3.024 -3.170 -4.799
H -2.631 -1.868 -3.782
H -3.348 -3.356 -3.089
H -1.100 -1.908 -1.531
C 4.769 2.051 2.432
C 4.392 0.651 1.890
C 5.351 -0.254 2.548
C 2.916 0.323 2.320
C 2.176 -0.518 1.480
C 2.171 -0.147 -0.041
C 3.654 -0.070 -0.510
C 4.103 -1.510 -0.765
C 3.659 0.731 -1.843
N 4.536 0.732 0.384
O 5.930 0.810 -0.168
H 4.449 2.875 1.794
H 4.344 2.257 3.415
H 5.839 2.235 2.529
H 5.441 -0.068 3.618
H 5.043 -1.299 2.572
H 6.372 0.008 2.269
H 3.036 -0.208 3.264
H 2.330 1.141 2.739
H 2.555 -1.537 1.559
H 1.169 -0.632 1.883
H 1.635 0.780 -0.241
H 1.681 -0.974 -0.554
H 5.186 -1.621 -0.718
H 3.879 -1.744 -1.806
H 3.740 -2.376 -0.211
H 4.495 0.773 -2.541
H 3.745 1.735 -1.428
H 2.717 0.604 -2.376
H 5.878 1.643 -0.642
C -0.624 3.512 3.038
C -0.060 4.294 1.799
C -0.162 5.806 2.115
C 1.491 4.032 1.698
C 2.035 4.454 0.311
C 1.267 4.022 -0.887
C -0.233 4.398 -0.868
C -0.478 5.881 -1.153
C -0.924 3.442 -1.907
N -0.770 3.915 0.442
O -2.093 4.000 0.574
H -0.606 2.434 2.878
H 0.109 3.741 3.811
H -1.657 3.820 3.202
H -1.140 6.229 2.347
H 0.370 6.252 2.955
H 0.177 6.312 1.211
H 2.027 4.602 2.457
H 1.696 2.978 1.887
H 2.035 5.544 0.314
H 3.058 4.116 0.152
H 1.478 2.965 -1.047
H 1.778 4.664 -1.605
H 0.298 6.621 -0.951
H -1.239 6.221 -0.451
H -0.933 6.013 -2.134
H -0.725 2.383 -1.747
H -0.628 3.698 -2.925
H -1.998 3.596 -2.014
H -2.474 3.122 0.643

***

24
Properties=species:S:1:pos:R:3 method="wB97M-V/def2-TZVPD" e_homo_ev=-10.1 total_energy_ev=-12594.7845 orbital_gap_ev=10.6 lumo_energy_ev=0.46 smiles=CO.CO.CO.CO
C -1.232 6.602 10.939
O -2.171 5.802 11.549
H -0.330 6.519 11.546
H -1.024 6.227 9.937
H -1.466 7.665 10.887
H -2.809 6.354 12.008
C 3.970 9.276 15.069
O 2.853 9.810 15.671
H 3.649 8.927 14.087
H 4.806 9.933 14.832
H 4.350 8.445 15.663
H 2.421 10.459 15.111
C -3.375 16.457 15.651
O -3.922 15.313 15.052
H -4.088 17.185 16.037
H -2.694 16.245 16.475
H -2.904 17.087 14.896
H -4.551 14.930 15.668
C 1.478 12.956 10.958
O 0.805 13.231 12.219
H 2.550 12.802 11.085
H 1.237 12.045 10.408
H 1.379 13.712 10.180
H -0.120 13.418 12.043

***

14
Properties=species:S:1:pos:R:3 method="wB97M-V/def2-TZVPD" e_homo_ev=-7.6 total_energy_ev=-4303.5396 orbital_gap_ev=6.8 lumo_energy_ev=-0.79
C -1.443 -0.774 -1.445
C -0.674 0.365 -1.104
C 0.736 0.382 -1.031
C 0.645 0.181 2.208
H -2.571 -0.830 -1.360
H -0.784 -1.559 -1.397
H -1.216 1.253 -0.867
H 0.122 -0.437 1.544
H 1.043 1.274 -0.472
H 0.325 -0.455 -2.554
H 1.290 -0.616 -0.799
H 1.680 -0.083 2.109
H 0.339 0.002 3.335
H 0.508 1.295 1.832

***

19
Properties=species:S:1:pos:R:3 method="wB97M-V/def2-TZVPD" e_homo_ev="-8.8 / -8.8" total_energy_ev=-12418.7094 orbital_gap_ev="8.7 / 8.7" lumo_energy_ev="-0.11 / -0.12" smiles="CC(C)=[NH+][O-].CN=C=O"
C -0.768 1.492 1.653
C 0.084 0.825 0.610
C 0.418 1.660 -0.602
N 1.083 0.042 1.080
O 1.767 -0.682 0.312
H -0.373 2.471 1.925
H -0.854 0.883 2.554
H -1.769 1.632 1.248
H 0.847 2.618 -0.306
H 1.124 1.129 -1.237
H -0.494 1.864 -1.162
H 0.971 -0.314 2.041
C 0.267 -2.510 -1.526
N -0.345 -1.808 -0.447
C -1.060 -0.808 -0.352
O -2.180 -0.384 -0.408
H 0.605 -1.866 -2.340
H -0.465 -3.222 -1.918
H 1.144 -3.024 -1.125

***

69
Properties=species:S:1:pos:R:3 method="wB97M-V/def2-TZVPD" s2=8.804 e_homo_ev="-10.4 / -10.9" total_energy_ev=-69369.8294 orbital_gap_ev="8.3 / 5.7" multiplicity=6 lumo_energy_ev="-2.12 / -5.18" total_charge=+1
Ir -0.115 0.175 -0.566
C 0.951 -1.375 2.089
N -0.007 -0.295 1.818
C 0.487 0.982 2.322
C 1.703 1.438 1.505
N 1.672 0.851 0.167
C 2.877 0.870 -0.536
C 3.709 1.986 -0.630
F 3.367 3.139 -0.036
C 4.881 1.974 -1.369
F 5.627 3.069 -1.441
C 5.261 0.830 -2.047
F 6.374 0.814 -2.765
C 4.464 -0.301 -1.965
F 4.820 -1.412 -2.600
C 3.303 -0.270 -1.218
F 2.576 -1.390 -1.141
C -1.343 -0.640 2.291
C -1.965 -1.687 1.379
N -1.917 -1.208 0.003
C -2.722 -1.750 -0.921
C -3.332 -3.034 -0.847
F -3.117 -3.812 0.209
C -4.080 -3.546 -1.880
F -4.594 -4.762 -1.798
C -4.288 -2.791 -3.032
F -5.012 -3.280 -4.014
C -3.736 -1.518 -3.142
F -3.963 -0.793 -4.226
C -2.977 -1.020 -2.114
F -2.519 0.222 -2.216
H 1.027 -1.555 3.167
H 1.928 -1.103 1.699
H 0.644 -2.292 1.592
H 0.754 0.914 3.383
H -0.320 1.706 2.222
H 2.639 1.162 2.000
H 1.685 2.530 1.449
H -1.949 0.262 2.276
H -1.323 -1.013 3.323
H -2.997 -1.872 1.686
H -1.441 -2.643 1.459
C 0.065 5.587 -2.071
C 1.122 4.553 -1.749
N 0.504 3.357 -1.192
C -0.741 3.266 -0.693
N -1.200 2.071 -0.312
C -2.530 2.059 0.289
C -3.458 3.036 -0.401
C -2.876 4.419 -0.234
N -1.453 4.410 -0.563
C -0.841 5.704 -0.862
H -0.523 5.282 -2.939
H 0.531 6.545 -2.295
H 1.838 4.964 -1.032
H 1.678 4.255 -2.637
H 0.919 2.475 -1.446
H -2.473 2.318 1.357
H -2.920 1.045 0.225
H -4.459 3.000 0.026
H -3.531 2.782 -1.461
H -3.017 4.778 0.791
H -3.364 5.131 -0.901
H -0.280 6.066 0.006
H -1.652 6.409 -1.039
O -0.199 -1.112 -2.405
C 0.436 -0.285 -3.126
O 0.816 0.814 -2.665
H 0.644 -0.544 -4.170

***

17
Properties=species:S:1:pos:R:3 method="wB97M-V/def2-TZVPD" e_homo_ev=-9.4 total_energy_ev=-10117.2425 orbital_gap_ev=10.0 lumo_energy_ev=0.53
C 2.418 -2.018 1.585
C 1.516 -1.479 1.022
C 0.085 1.231 -1.151
C -0.072 0.527 -0.031
C -0.262 2.645 -1.288
C -1.208 -1.721 0.858
C -0.174 -0.915 0.031
F -0.070 -1.382 -1.256
H 3.133 -2.477 2.199
H 0.334 0.884 -2.130
H -0.192 1.201 0.861
H -1.421 2.889 -1.430
H 0.333 3.214 -2.061
H -0.029 3.093 -0.301
H -1.122 -1.607 1.900
H -2.187 -1.327 0.533
H -1.083 -2.757 0.658

***

101
Properties=species:S:1:pos:R:3 method="wB97M-V/def2-TZVPD" e_homo_ev=-9.2 total_energy_ev=-78795.0868 orbital_gap_ev=7.3 lumo_energy_ev=-1.91 smiles="C[C@H](F)B(CCCCN)COO.O=C1C=CC(=O)C=C1.O=C1C=CC(=O)C=C1.O=C1C=CC(=O)C=C1.O=C1C=CC(=O)C=C1.O=C1C=CC(=O)C=C1.O=C1C=CC(=O)C=C1"
C 0.238 3.487 4.541
C -0.976 2.631 4.200
F -0.746 1.343 4.753
B -1.438 2.505 2.696
C -1.788 1.103 2.071
C -3.224 1.006 1.523
C -4.278 1.322 2.595
C -5.603 1.853 2.061
N -6.266 2.677 3.065
C -1.642 3.751 1.753
O -1.257 5.060 2.173
O -2.105 5.400 3.281
H 0.187 3.913 5.544
H 0.396 4.282 3.814
H 1.116 2.844 4.501
H -1.865 3.003 4.736
H -1.087 0.932 1.241
H -1.613 0.301 2.791
H -3.385 0.003 1.120
H -3.356 1.690 0.678
H -4.455 0.412 3.180
H -3.885 2.060 3.304
H -6.222 1.006 1.719
H -5.415 2.469 1.175
H -6.478 2.119 3.886
H -7.158 3.007 2.716
H -1.041 3.611 0.844
H -2.687 3.784 1.409
H -1.444 5.536 3.978
O 2.768 5.580 -2.916
C 2.663 5.122 -1.799
C 3.501 3.984 -1.346
C 3.369 3.474 -0.125
C 2.374 4.015 0.830
O 2.222 3.523 1.930
C 1.554 5.176 0.393
C 1.687 5.686 -0.828
H 4.228 3.608 -2.055
H 3.967 2.643 0.225
H 0.862 5.575 1.126
H 1.105 6.529 -1.178
O 4.295 0.198 -0.592
C 3.303 -0.379 -0.989
C 1.945 0.086 -0.606
C 0.857 -0.545 -1.036
C 0.961 -1.739 -1.913
O -0.031 -2.321 -2.301
C 2.318 -2.199 -2.293
C 3.409 -1.570 -1.866
H 1.904 0.956 0.037
H -0.147 -0.235 -0.774
H 2.360 -3.075 -2.929
H 4.409 -1.901 -2.114
O 9.651 0.626 2.963
C 8.959 1.323 2.253
C 9.374 2.705 1.895
C 8.620 3.469 1.111
C 7.335 2.970 0.557
O 6.667 3.660 -0.185
C 6.907 1.600 0.931
C 7.665 0.836 1.714
H 10.319 3.037 2.307
H 8.897 4.477 0.827
H 5.952 1.271 0.544
H 7.379 -0.168 2.003
O -7.849 0.349 4.418
C -8.110 -0.625 3.743
C -9.492 -0.887 3.272
C -9.774 -1.950 2.524
C -8.717 -2.918 2.130
O -8.975 -3.885 1.448
C -7.334 -2.654 2.604
C -7.053 -1.592 3.352
H -10.240 -0.165 3.574
H -10.771 -2.168 2.163
H -6.586 -3.376 2.302
H -6.056 -1.374 3.714
O -0.916 -5.201 -6.235
C -1.870 -4.585 -5.808
C -3.199 -4.674 -6.467
C -4.245 -3.998 -6.002
C -4.129 -3.125 -4.803
O -5.085 -2.511 -4.382
C -2.801 -3.039 -4.146
C -1.755 -3.716 -4.612
H -3.254 -5.317 -7.337
H -5.225 -4.041 -6.460
H -2.733 -2.401 -3.274
H -0.783 -3.663 -4.139
O 5.237 -4.210 -2.083
C 5.162 -5.092 -2.914
C 4.623 -6.429 -2.564
C 4.533 -7.395 -3.473
C 4.974 -7.177 -4.876
O 4.903 -8.058 -5.702
C 5.512 -5.835 -5.224
C 5.601 -4.870 -4.314
H 4.312 -6.559 -1.535
H 4.143 -8.380 -3.249
H 5.824 -5.704 -6.253
H 5.994 -3.886 -4.538

***

25
Properties=species:S:1:pos:R:3 method="wB97M-V/def2-TZVPD" e_homo_ev=-13.1 total_energy_ev=-9469.8851 orbital_gap_ev=9.7 lumo_energy_ev=-3.35 total_charge=+1 smiles=CC(C)NC[C@@H](C)[NH3+]
C 0.180 -0.451 2.810
C -0.286 -1.227 1.498
C -1.773 -1.251 1.187
N 0.428 -0.684 0.313
C -0.103 0.569 -0.097
C 0.014 0.845 -1.597
C 0.978 1.927 -1.929
N 0.699 -0.313 -2.278
H 0.012 -1.055 3.609
H -0.361 0.402 3.040
H 1.250 -0.283 2.741
H 0.059 -2.293 1.542
H -2.301 -0.596 1.908
H -2.091 -1.021 0.165
H -2.188 -2.286 1.222
H 1.458 -0.621 0.563
H -1.165 0.680 0.163
H 0.277 1.442 0.582
H -1.013 0.965 -2.035
H 0.739 2.309 -2.904
H 0.650 2.852 -1.409
H 1.982 1.813 -1.588
H 0.058 -0.460 -3.169
H 1.719 -0.179 -2.667
H 0.777 -1.083 -1.669

***

Copy entry 1 word for word.
22
Properties=species:S:1:pos:R:3 method="wB97M-V/def2-TZVPD" e_homo_ev=-8.2 total_energy_ev=-10438.1297 orbital_gap_ev=9.3 lumo_energy_ev=1.10 smiles=NCNCCCCO
N -1.977 0.574 -3.226
C -0.759 0.065 -2.635
N -1.048 -0.025 -1.201
C -0.223 -0.815 -0.270
C 0.856 0.099 0.408
C 0.435 0.591 1.831
C 0.945 -0.341 2.907
O 2.362 -0.613 2.726
H -1.842 1.099 -4.065
H -2.870 0.130 -3.068
H 0.006 0.918 -2.647
H -0.441 -0.910 -3.004
H -2.007 0.004 -0.895
H 0.319 -1.527 -0.923
H -0.872 -1.217 0.531
H 1.832 -0.353 0.466
H 0.876 1.024 -0.232
H -0.637 0.745 1.823
H 0.786 1.572 2.156
H 0.897 0.118 3.902
H 0.587 -1.379 2.867
H 2.775 0.241 2.547